1.
A structure of composition C9H31N11NaO6. Source: the Open Molecules 2025 dataset; level of theory: ωB97M-V/def2-TZVPD.

XYZ file:
```
58
Properties=species:S:1:pos:R:3:lowdin_charge:R:1
Na 0.212 0.080 1.015 0.958
C -3.032 -3.741 -3.965 -0.087
C -2.908 -2.357 -4.495 -0.458
C -4.080 -2.096 -5.508 -0.190
O -4.025 -3.052 -6.558 -0.189
C -3.044 -2.742 -7.554 -0.102
N -3.189 -1.529 -3.368 0.012
H -2.801 -4.585 -4.615 0.081
H -4.075 -3.929 -3.711 0.089
H -2.280 -3.954 -3.205 0.082
H -1.868 -2.227 -4.795 0.137
H -4.114 -1.052 -5.822 0.121
H -5.029 -2.365 -5.044 0.128
H -2.010 -2.492 -7.319 0.087
H -3.541 -2.044 -8.227 0.085
H -2.981 -3.587 -8.240 0.084
H -3.546 -0.667 -3.754 0.061
H -4.035 -1.836 -2.908 0.070
C -2.484 5.343 2.399 -0.799
O -2.203 4.549 1.598 0.068
N -1.755 5.660 3.485 0.156
N -3.681 5.937 2.364 0.150
H -2.062 6.395 4.107 0.104
H -0.910 5.116 3.583 0.110
H -4.028 6.464 3.154 0.103
H -4.208 5.773 1.518 0.114
C 5.709 -2.410 3.187 -0.829
O 4.578 -2.258 3.514 0.057
N 6.681 -3.130 3.637 0.167
N 6.087 -1.931 2.053 0.142
H 6.618 -3.822 4.369 0.127
H 7.582 -3.102 3.179 0.112
H 7.091 -1.905 1.946 0.104
H 5.530 -1.537 1.308 0.124
C 4.479 4.065 4.002 -0.880
O 3.857 3.730 3.029 0.035
N 4.761 3.232 4.941 0.160
N 4.984 5.181 4.215 0.185
H 4.474 2.266 4.867 0.122
H 5.648 3.407 5.392 0.114
H 4.807 5.901 3.529 0.139
H 5.306 5.379 5.151 0.130
C 2.792 1.661 -3.792 -0.841
O 3.195 0.805 -3.038 0.031
N 2.530 2.875 -3.534 0.169
N 2.336 1.386 -4.972 0.158
H 2.202 3.536 -4.224 0.124
H 2.757 3.118 -2.580 0.129
H 2.023 2.155 -5.548 0.112
H 2.598 0.476 -5.324 0.126
C -3.625 -3.343 4.810 -0.843
O -2.983 -2.432 4.429 0.056
N -3.212 -3.971 5.865 0.151
N -4.666 -3.916 4.289 0.174
H -3.744 -4.718 6.287 0.105
H -2.519 -3.635 6.519 0.123
H -5.182 -3.391 3.597 0.125
H -5.015 -4.736 4.764 0.114
```

Values from the calculation:
Electronic energy, eV: -42922.9195
Total charge: +1
Lowest unoccupied orbital energy, eV: -4.185


2.
A structure of composition C9H31N6O7Y. Source: the Open Molecules 2025 dataset; level of theory: ωB97M-V/def2-TZVPD.

XYZ file:
```
54
Properties=species:S:1:pos:R:3:lowdin_charge:R:1
Y -1.719 -2.085 0.142 1.902
O -0.848 -0.068 0.043 -0.392
H -0.370 0.683 -0.313 0.005
C -2.541 3.022 -1.313 -0.089
C -1.117 3.486 -1.548 -0.351
O -1.121 4.878 -1.709 -0.042
H -2.947 3.336 -0.356 0.078
H -2.597 1.934 -1.400 0.041
H -3.193 3.438 -2.089 0.083
H -0.727 2.955 -2.430 0.103
H -0.536 3.177 -0.664 0.101
H -0.240 5.232 -1.556 0.095
C -0.831 0.659 3.644 -0.078
C -2.106 1.123 2.987 -0.322
O -1.845 1.866 1.818 -0.095
H -0.146 0.282 2.878 0.042
H -1.013 -0.068 4.435 0.081
H -0.274 1.512 4.040 0.090
H -2.716 1.731 3.651 0.122
H -2.771 0.277 2.694 0.096
H -1.398 1.264 1.206 0.005
C 4.083 1.102 0.501 -0.065
C 2.576 1.218 0.305 -0.268
O 1.958 0.013 0.793 -0.153
H 4.571 0.750 -0.412 0.075
H 4.325 0.441 1.331 0.078
H 4.572 2.059 0.689 0.085
H 2.372 1.367 -0.759 0.114
H 2.176 2.069 0.860 0.119
H 1.055 -0.078 0.452 0.023
C 1.251 -2.764 -1.614 -0.569
O 0.181 -2.640 -0.965 -0.147
N 2.390 -2.170 -1.196 0.226
N 1.299 -3.493 -2.753 0.204
H 3.174 -2.128 -1.825 0.128
H 2.348 -1.515 -0.418 0.089
H 2.136 -3.728 -3.261 0.129
H 0.465 -3.982 -3.030 0.125
C -2.150 -0.734 -3.178 -0.590
O -2.001 -1.389 -2.121 -0.144
N -3.338 -0.156 -3.485 0.209
N -1.137 -0.621 -4.066 0.214
H -4.028 -0.114 -2.758 0.121
H -3.373 0.526 -4.226 0.127
H -0.226 -0.924 -3.773 0.111
H -1.247 -0.042 -4.881 0.127
C 0.685 -2.614 2.828 -0.585
O -0.070 -2.295 1.861 -0.153
N 0.293 -3.534 3.738 0.204
N 1.832 -1.957 3.029 0.225
H 0.912 -3.844 4.466 0.126
H -0.593 -3.985 3.611 0.115
H 2.066 -1.199 2.389 0.094
H 2.500 -2.271 3.710 0.132
```

Values from the calculation:
Electronic energy, eV: -34143.5453
Total charge: +2
Lowest unoccupied orbital energy, eV: -7.579


3.
A cluster of 6 separate species, C9H31N9O6 in total. Source: the Open Molecules 2025 dataset; level of theory: ωB97M-V/def2-TZVPD.

XYZ file:
```
55
Properties=species:S:1:pos:R:3:lowdin_charge:R:1
C -21.219 22.806 12.625 -0.155
O -21.251 22.045 13.794 -0.165
H -22.245 23.092 12.393 0.072
H -20.664 23.743 12.580 0.058
H -20.815 22.182 11.829 0.087
H -21.847 21.292 13.778 0.030
C -18.614 27.249 14.554 -0.600
O -18.006 27.455 15.577 0.397
N -19.497 26.290 14.353 0.285
N -18.374 27.977 13.521 0.265
H -20.134 26.322 13.569 0.093
H -19.751 25.596 15.041 0.154
H -17.850 28.837 13.596 0.157
H -18.702 27.747 12.593 0.127
C -21.390 27.284 11.396 -0.762
O -20.476 26.572 11.653 0.029
N -22.607 26.890 11.600 0.193
N -21.268 28.497 10.808 0.176
H -22.588 25.925 11.897 0.122
H -23.452 27.335 11.272 0.131
H -22.035 29.122 10.608 0.114
H -20.358 28.820 10.514 0.112
C -17.993 21.248 15.110 -0.816
O -17.846 22.443 15.091 0.029
N -18.997 20.539 14.721 0.167
N -17.150 20.431 15.641 0.157
H -19.755 20.932 14.182 0.066
H -19.256 19.668 15.161 0.112
H -17.223 19.427 15.551 0.117
H -16.305 20.773 16.077 0.122
C -21.985 20.707 18.104 -0.812
O -22.396 19.641 17.745 0.051
N -21.426 21.490 17.255 0.177
N -22.084 21.273 19.263 0.175
H -21.120 21.202 16.336 0.082
H -21.110 22.398 17.566 0.111
H -21.686 22.173 19.489 0.113
H -22.530 20.832 20.055 0.126
C -24.586 19.876 13.885 -0.042
C -23.404 18.905 14.029 -0.423
C -22.982 18.014 12.839 -0.140
O -21.817 17.138 13.148 -0.233
C -21.384 16.253 12.080 -0.086
N -22.248 19.521 14.602 0.050
H -24.616 20.288 12.876 0.071
H -24.672 20.619 14.679 0.080
H -25.556 19.389 13.987 0.075
H -23.786 18.150 14.716 0.134
H -22.687 18.607 11.974 0.114
H -23.748 17.326 12.481 0.122
H -21.109 16.762 11.156 0.081
H -22.071 15.417 11.954 0.088
H -20.414 16.017 12.519 0.087
H -22.440 19.646 15.585 0.050
H -21.452 18.900 14.637 0.078
```

Values from the calculation:
Multiplicity: 2
Electronic energy, eV: -35524.0705
Total charge: +1
Relative energy (zero: lowest compared OMol25 entry of this formula, charge and spin), eV: 0.000
Lowest unoccupied orbital energy (alpha / beta), eV: -2.544 / -8.429


- Which formula does entry 2 have?
  C9H31N6O7Y